# 1
70
Properties=species:S:1:pos:R:3:forces:R:3 method="wB97M-V/def2-TZVPD" de_lowest_ev=0.780 lumo_ev=0.59 homo_energy_ha=-0.269 smiles="CCOC(=O)[C@](C#N)(c1ccccc1)C(c1cn(C)c2ccc(OC)cc12)c1cn(C)c2ccc(OC)cc12"
C 4.7305 3.5336 0.7785 0.686 -0.108 0.024
C 3.3352 3.4970 1.3212 -0.336 -0.014 0.169
O 2.4675 2.7009 0.4726 -0.592 0.041 0.680
C 1.4187 2.1003 1.0766 0.139 -0.627 1.767
O 1.3204 1.9282 2.2832 0.114 0.346 -1.549
C 0.3347 1.6174 0.0723 0.443 2.342 0.285
C 0.9091 2.0378 -1.1990 0.727 0.562 -3.711
N 1.3162 2.3268 -2.2561 -1.009 -0.587 2.245
C -0.9686 2.3937 0.2494 -0.344 0.443 -0.058
C -1.1823 3.2628 1.3169 -0.539 0.007 0.207
C -2.4750 3.7763 1.5563 0.691 -0.183 -0.153
C -3.5308 3.4131 0.7195 0.257 -0.017 0.115
C -3.2797 2.6476 -0.4179 0.522 0.178 -0.154
C -1.9775 2.2214 -0.7029 -0.351 0.072 0.295
C 0.1672 0.1142 -0.0003 0.229 -1.626 0.136
C -0.7686 -0.6951 0.8893 0.145 -0.234 0.197
C -0.3971 -1.6245 1.8516 -0.601 0.398 -0.684
N -1.4759 -2.3922 2.2115 -0.008 0.126 0.402
C -1.4602 -3.5479 3.0959 0.088 0.223 -0.194
C -2.5963 -1.9580 1.5230 0.400 -0.067 -0.337
C -3.8675 -2.5142 1.5225 0.020 0.071 -0.033
C -4.8154 -1.9806 0.6498 0.142 0.713 -0.014
C -4.4266 -0.9451 -0.2413 0.512 -0.396 0.848
O -5.3252 -0.1568 -0.9027 -0.784 -0.374 -0.141
C -6.7211 -0.2732 -0.5293 0.804 -0.083 -0.333
C -3.0642 -0.5898 -0.3800 -1.384 0.648 -0.489
C -2.1855 -0.9269 0.6182 0.959 -1.511 0.879
C 1.5696 -0.4225 -0.0026 0.188 -0.708 -0.231
C 2.3881 -0.6939 1.0702 0.068 -0.291 -0.724
N 3.5432 -1.3015 0.6206 -0.120 0.346 0.071
C 4.5819 -1.8123 1.4915 -0.234 0.223 0.029
C 3.4967 -1.3937 -0.7602 -0.634 0.008 0.016
C 4.4069 -1.9585 -1.6489 -0.050 0.200 -0.397
C 4.0500 -2.0525 -2.9880 -0.538 0.059 0.191
C 2.7626 -1.6301 -3.4223 -0.652 0.488 1.306
O 2.4066 -2.0042 -4.6813 -0.460 0.283 -0.360
C 1.0244 -1.8668 -5.0797 0.830 0.084 0.288
C 1.8969 -0.9340 -2.5364 0.292 -0.883 -1.441
C 2.2509 -0.8612 -1.2001 1.023 -0.247 1.406
H 5.2359 4.4145 1.1854 -0.056 -0.041 -0.042
H 5.2962 2.6703 1.1351 -0.003 -0.059 -0.276
H 4.7952 3.5905 -0.3095 -0.208 -0.036 0.094
H 3.3360 3.0636 2.3224 -0.163 0.180 -0.054
H 2.9187 4.5091 1.3479 -0.153 -0.208 0.052
H -0.3291 3.5197 1.9519 -0.658 -0.119 0.028
H -2.6242 4.4398 2.4115 -0.051 -0.224 -0.315
H -4.5430 3.7462 0.9347 0.168 -0.038 -0.017
H -4.0922 2.3683 -1.0830 0.129 0.154 0.029
H -1.7492 1.7420 -1.6614 -0.126 0.000 0.478
H -0.2349 -0.0820 -1.0033 0.088 0.168 0.033
H 0.5845 -1.8451 2.2617 -0.437 0.090 -0.098
H -2.4747 -3.6498 3.5022 0.496 -0.110 0.182
H -1.1908 -4.4791 2.5615 -0.159 0.420 0.142
H -0.7232 -3.3747 3.8922 -0.379 -0.121 -0.112
H -4.1002 -3.3217 2.2176 -0.149 0.173 -0.348
H -5.8543 -2.3130 0.6975 0.402 0.122 -0.009
H -7.1984 0.5224 -1.0996 -0.135 -0.159 0.099
H -7.1245 -1.2546 -0.8244 0.050 0.332 0.081
H -6.8773 -0.1118 0.5515 0.220 -0.077 -0.368
H -2.7621 0.0159 -1.2296 -0.312 0.037 0.383
H 2.2166 -0.5425 2.1346 0.173 0.057 -0.398
H 5.4102 -2.1685 0.8762 -0.058 0.090 0.271
H 4.9097 -1.0059 2.1595 0.177 -0.252 -0.149
H 4.1980 -2.6358 2.1086 0.160 0.077 -0.181
H 5.3682 -2.3041 -1.2914 0.047 -0.088 -0.190
H 4.7147 -2.4965 -3.7249 -0.131 0.011 0.178
H 1.0170 -2.2537 -6.0978 -0.197 0.087 0.100
H 0.3657 -2.4658 -4.4328 0.203 0.168 -0.104
H 0.7100 -0.8130 -5.0672 0.065 -0.277 -0.048
H 0.9415 -0.5202 -2.8685 0.353 -0.260 0.008

# 2
14
Properties=species:S:1:pos:R:3:forces:R:3 method="wB97M-V/def2-TZVPD" de_lowest_ev=3.425 lumo_ev=0.53 homo_energy_ha=-0.309 smiles="CN=C=O.N=C=CO"
C -2.1020 0.5440 -0.0119 -0.976 -0.956 0.446
N -1.8511 -0.7852 -0.4443 -0.134 -0.621 -0.822
C -1.0589 -1.5388 -0.9133 -0.533 1.693 1.491
O -0.2613 -2.3210 -1.2097 1.002 -1.466 -1.031
H -2.0308 1.2800 -0.7619 -0.870 0.586 -1.521
H -3.0324 0.4960 0.5585 0.062 0.655 -0.337
H -1.3308 0.8903 0.5910 1.477 0.148 1.800
N 2.0344 -1.1858 1.4260 0.539 -0.499 0.239
C 1.6787 -0.1929 0.8181 -0.049 0.618 -0.327
C 1.5255 0.9905 0.2648 1.165 -2.955 -1.629
O 1.7435 1.3350 -1.0409 -2.122 3.653 2.047
H 1.3989 -1.9747 1.4721 -0.324 -0.001 -0.051
H 1.1477 1.7510 0.7872 -1.427 2.760 2.109
H 2.1387 0.7115 -1.5358 2.190 -3.615 -2.414

# 3
55
Properties=species:S:1:pos:R:3:forces:R:3 method="wB97M-V/def2-TZVPD" multiplicity=5 lumo_ev="0.00 / -3.06" s_squared=6.006 homo_energy_ha="-0.156 / -0.293"
Ti 5.3107 17.5228 -4.2047 -1.070 -0.029 0.463
C 1.8279 18.4182 -2.8055 3.323 -0.269 -0.556
O 1.3594 17.0421 -3.0755 -0.408 1.642 -0.064
O 3.1248 18.5232 -3.3376 -1.710 -0.075 -0.145
C 0.8201 19.6137 -3.0969 2.080 -0.862 -1.541
F 1.3602 20.7493 -2.6376 -0.051 0.014 0.527
F 0.6398 19.8678 -4.4351 -0.770 -0.724 1.231
F -0.3147 19.3968 -2.4260 -0.518 0.434 -0.594
C 0.0265 16.6565 -2.7743 -0.198 -1.287 0.699
C 0.0467 15.1432 -2.5352 0.442 -0.247 0.130
H -0.8847 14.6822 -2.2063 -0.357 0.464 -0.218
H 0.3722 14.6131 -3.4303 0.070 0.009 -0.017
H 0.7365 14.9141 -1.7230 0.300 0.021 -0.019
H -0.6870 16.8163 -3.5827 0.124 0.653 -0.127
H -0.3253 17.1034 -1.8445 -0.057 0.359 -0.151
H 2.0592 18.5617 -1.7500 -1.133 -0.406 0.880
C 6.6348 19.3091 -6.2751 -2.381 -0.404 2.089
O 7.1761 18.3952 -5.3918 -1.935 1.204 -0.028
O 5.2785 19.0396 -6.2495 0.514 1.034 0.035
C 7.0072 20.8340 -5.8654 -1.706 1.571 0.213
F 5.9418 21.7105 -5.9680 1.013 -1.635 0.249
F 7.6536 21.1925 -4.7140 -0.958 -1.666 -1.113
F 7.8116 21.1067 -6.8436 1.876 1.189 -1.542
C 8.5048 18.1948 -5.3729 2.540 -2.968 1.191
C 8.6875 16.9061 -4.5606 1.227 -0.111 0.332
H 8.4360 16.9101 -3.5000 -0.142 0.993 0.054
H 8.1687 15.9960 -4.8618 0.163 0.201 -0.924
H 9.7743 16.8425 -4.6140 0.225 -1.012 0.171
H 9.1902 18.8853 -4.8815 -0.699 1.007 0.054
H 8.9481 17.9903 -6.3474 -0.328 0.176 -0.506
H 6.8816 19.0810 -7.3120 0.635 0.480 -0.332
C 4.1412 14.6830 -4.5158 -2.543 -0.475 2.491
O 4.5589 15.4493 -5.3402 1.576 1.729 -1.527
N 3.2268 14.9483 -3.5872 -1.749 2.286 1.289
N 4.4016 13.4082 -4.3958 2.891 -3.611 -1.687
H 3.0117 14.3435 -2.8075 0.234 0.135 -0.415
H 2.7715 15.8497 -3.5702 -0.119 0.282 0.123
H 5.1111 13.0836 -5.0372 -0.151 -0.535 0.306
H 3.9294 12.7672 -3.7743 0.229 0.368 -0.398
C 6.0951 15.8426 -1.1948 -0.819 -0.521 -5.266
O 5.9259 16.1266 -2.3933 0.403 0.775 -0.122
N 7.0040 15.0023 -0.8312 4.395 -2.005 0.779
N 5.2074 16.0212 -0.3119 -4.469 2.535 3.806
H 7.7476 14.9584 -1.5134 0.305 -0.309 0.390
H 7.2491 15.0307 0.1482 0.433 -0.377 -0.222
H 4.4675 16.6474 -0.5954 -0.130 0.033 0.334
H 5.4140 15.9302 0.6725 -0.270 0.051 -0.204
C 5.4294 21.4940 -1.7263 3.202 1.495 -1.355
O 6.2266 22.4183 -1.5392 -0.079 -0.468 0.013
N 4.2493 21.4407 -1.2517 -4.455 1.164 2.787
N 5.6215 20.4770 -2.5584 2.435 -1.922 -1.548
H 3.9614 22.3372 -0.8862 -0.679 -0.592 0.463
H 3.7588 20.5613 -1.1730 -0.362 0.657 -0.115
H 6.5949 20.2127 -2.6109 -0.181 -0.316 -0.416
H 4.9061 19.7760 -2.6887 -0.206 -0.135 0.051

Number 1: calculated total energy -46345.4241 eV. Number 2: calculated total energy -11317.6171 eV. Number 3: calculated total energy -74484.8257 eV.